# C61H49NO2P2SZn

A molecular structure, C61H49NO2P2SZn (ωB97M-V/def2-TZVPD, OMol25).

Cartesian coordinates (Å):
Zn: 0.5137 -1.3017 -0.6586
O: -0.8929 2.6189 0.0868
S: -0.9382 1.2050 -0.3934
C: -2.3498 0.4319 0.4385
C: -3.5362 1.4181 0.5721
C: -4.9130 0.7541 0.7871
C: -4.7290 -0.6496 2.4857
C: -5.8073 -1.3224 3.3481
C: -5.1856 -2.6512 3.8376
C: -3.7013 -2.3898 3.7539
C: -2.6201 -3.1216 4.2149
C: -1.3396 -2.7164 3.8513
C: -1.1149 -1.5738 3.0809
P: 0.4898 -1.1874 2.2787
C: 1.3685 -0.2551 3.5820
C: 1.6437 1.0848 3.3261
C: 2.2348 1.8805 4.2998
C: 2.5657 1.3358 5.5305
C: 2.3009 -0.0046 5.7906
C: 1.7009 -0.7945 4.8239
C: 1.3018 -2.8297 2.2507
C: 2.6358 -2.9970 2.6165
C: 3.2746 -4.2142 2.4248
C: 2.5916 -5.2801 1.8564
C: 1.2662 -5.1196 1.4755
C: 0.6275 -3.9041 1.6670
C: -2.2057 -0.7673 2.7342
C: -3.4717 -1.2348 3.0264
C: -1.5514 1.3230 -2.1014
C: -2.8498 1.0018 -2.4155
C: -3.4478 1.2989 -3.6600
C: -2.7145 1.9804 -4.5808
C: -3.0543 2.4661 -5.9691
C: -1.7915 3.2372 -6.4365
C: -0.7727 3.0003 -5.3476
C: 0.5407 3.3515 -5.2524
C: 1.2499 2.9458 -4.1036
C: 0.6856 2.2589 -3.0486
P: 1.7883 1.5692 -1.7526
C: 3.2880 1.2054 -2.7442
C: 4.4824 1.9151 -2.6858
C: 5.5714 1.5241 -3.4570
C: 5.4743 0.4292 -4.3016
C: 4.2824 -0.2837 -4.3699
C: 3.2041 0.0960 -3.5886
C: 2.2842 3.0545 -0.8042
C: 3.2061 2.8987 0.2315
C: 3.6115 3.9866 0.9895
C: 3.0799 5.2444 0.7394
C: 2.1410 5.4030 -0.2687
C: 1.7476 4.3174 -1.0381
C: -0.7154 1.9529 -3.0886
C: -1.3743 2.3016 -4.2823
H: -3.5008 2.2989 -0.0630
H: -5.7510 1.1889 0.2463
H: -6.7445 -1.4707 2.8093
H: -6.0185 -0.6790 4.2064
H: -5.4529 -3.4788 3.1735
H: -5.5163 -2.9246 4.8404
H: -2.7554 -4.0178 4.8087
H: -0.4985 -3.3348 4.1391
H: 1.3996 1.5080 2.3571
H: 2.4363 2.9234 4.0904
H: 3.0289 1.9523 6.2904
H: 2.5566 -0.4315 6.7523
H: 1.4868 -1.8354 5.0367
H: 3.1829 -2.1676 3.0474
H: 4.3108 -4.3272 2.7188
H: 3.0896 -6.2299 1.7086
H: 0.7273 -5.9414 1.0211
H: -0.4009 -3.7843 1.3451
H: -3.4637 0.4951 -1.6875
H: -4.4729 1.0012 -3.8423
H: -3.9444 3.0958 -5.9694
H: -3.2639 1.6185 -6.6243
H: -1.9960 4.3053 -6.5324
H: -1.4346 2.8939 -7.4079
H: 1.0499 3.8963 -6.0377
H: 2.3103 3.1652 -4.0626
H: 4.5670 2.7800 -2.0396
H: 6.4954 2.0863 -3.4026
H: 6.3213 0.1316 -4.9064
H: 4.1983 -1.1414 -5.0255
H: 2.2811 -0.4734 -3.6274
H: 3.5877 1.9106 0.4560
H: 4.3333 3.8485 1.7851
H: 3.3888 6.0948 1.3341
H: 1.7063 6.3765 -0.4568
H: 1.0036 4.4526 -1.8112
N: 4.9632 -1.0831 0.0518
C: 3.6437 -1.2728 -0.1983
O: 2.7983 -0.5652 0.3342
C: 3.3192 -2.4146 -1.1386
C: 1.8401 -2.5937 -1.4632
H: 5.2467 -0.2925 0.6044
H: 5.6581 -1.5702 -0.4852
H: 3.7362 -3.3100 -0.6626
H: 3.9208 -2.2451 -2.0374
H: 1.5064 -3.5667 -1.0918
H: 1.7012 -2.6302 -2.5470
C: -4.7303 0.8817 2.3262
C: -3.3232 1.5051 2.1007
C: -2.1102 0.5366 1.9974
C: -2.5641 -0.9675 -0.0550
C: -1.4974 -1.6808 -0.6249
C: -1.7822 -2.9853 -1.0433
C: -3.0405 -3.5574 -0.8878
C: -4.0536 -2.8374 -0.2774
C: -3.8270 -1.5345 0.1551
C: -4.8938 -0.7888 0.9052
H: -5.4103 1.4466 2.9620
H: -3.1221 2.4475 2.6024
H: -1.1812 1.0605 2.2267
H: -0.9968 -3.5833 -1.4972
H: -3.2259 -4.5694 -1.2286
H: -5.0296 -3.2863 -0.1247
H: -5.8696 -1.2214 0.6761

The value obtained for the electronic energy is -147468.1704 eV. The value obtained for the LUMO energy is 0.42 eV. The value obtained for the energy above the lowest of the compared OMol25 structures with the same formula, charge and spin is 0.00 kcal/mol.

Here are the Löwdin charges for atoms 1 to 5, given in e: Zn 0.65; O -0.46; S 0.90; C -0.41; C -0.15

# C61H51N5PPbS3

A molecular structure, C61H51N5PPbS3 (ωB97M-V/def2-TZVPD, OMol25).

Cartesian coordinates (Å):
Pb: 0.9001 -1.0658 1.7001
N: 1.1071 0.7793 0.1969
S: 1.2415 2.1356 -0.2852
N: -0.1219 2.9919 -0.6681
S: -1.3466 3.0203 0.2722
N: -1.8604 1.7796 1.0276
S: -2.2024 0.2688 0.4274
N: -1.2701 -0.8237 0.6461
C: -2.5910 0.5337 -1.2973
C: -1.5323 0.3149 -2.1697
C: -1.7464 0.4577 -3.5326
C: -3.0069 0.7973 -4.0052
C: -4.0589 1.0007 -3.1210
C: -3.8583 0.8684 -1.7548
C: -3.7919 0.0162 1.1919
C: -4.1789 -1.3134 1.2956
C: -5.4120 -1.6122 1.8571
C: -6.2349 -0.5917 2.3097
C: -5.8319 0.7333 2.2081
C: -4.6039 1.0449 1.6453
C: -1.1211 4.1920 1.5841
C: -1.5309 3.9095 2.8779
C: -1.2937 4.8561 3.8653
C: -0.6585 6.0478 3.5509
C: -0.2535 6.3112 2.2482
C: -0.4861 5.3819 1.2503
C: -2.5720 3.7699 -0.7690
C: -2.3988 3.8182 -2.1424
C: -3.4165 4.3555 -2.9167
C: -4.5730 4.8339 -2.3198
C: -4.7262 4.7849 -0.9402
C: -3.7206 4.2512 -0.1525
C: 2.0530 2.3245 -1.8576
C: 1.8159 3.3906 -2.7182
C: 2.4972 3.4392 -3.9227
C: 3.3982 2.4340 -4.2575
C: 3.6190 1.3737 -3.3939
C: 2.9417 1.3111 -2.1833
C: 2.0918 3.2617 0.8144
C: 1.9103 3.0055 2.1673
C: 2.4788 3.8587 3.0992
C: 3.2312 4.9459 2.6751
C: 3.4135 5.1855 1.3209
C: 2.8365 4.3461 0.3777
H: -0.5660 0.0194 -1.7707
H: -0.9329 0.2819 -4.2249
H: -3.1742 0.8913 -5.0707
H: -5.0425 1.2553 -3.4937
H: -4.6796 1.0191 -1.0673
H: -3.5103 -2.0934 0.9532
H: -5.7252 -2.6439 1.9457
H: -7.1932 -0.8296 2.7526
H: -6.4729 1.5248 2.5740
H: -4.2741 2.0695 1.5703
H: -2.0115 2.9674 3.1008
H: -1.6048 4.6578 4.8823
H: -0.4758 6.7795 4.3272
H: 0.2470 7.2401 2.0098
H: -0.1676 5.5665 0.2311
H: -1.4962 3.4255 -2.5894
H: -3.3033 4.3950 -3.9920
H: -5.3600 5.2559 -2.9311
H: -5.6246 5.1704 -0.4772
H: -3.8195 4.2311 0.9261
H: 1.1086 4.1636 -2.4497
H: 2.3245 4.2624 -4.6036
H: 3.9263 2.4793 -5.2011
H: 4.3123 0.5857 -3.6577
H: 3.0833 0.4769 -1.5095
H: 1.3290 2.1471 2.4785
H: 2.3437 3.6700 4.1562
H: 3.6844 5.6043 3.4050
H: 4.0134 6.0246 0.9938
H: 2.9855 4.5291 -0.6786
N: -1.8240 -3.0608 -1.4353
C: -1.6737 -4.4330 -1.2838
C: -2.4090 -5.3022 -2.0967
C: -2.2359 -6.6691 -2.0117
C: -1.3242 -7.2123 -1.1125
C: -0.5951 -6.3594 -0.3049
C: -0.7536 -4.9742 -0.3685
P: 0.2425 -3.8245 0.6335
C: 0.7795 -4.8182 2.0630
C: 2.1006 -4.8300 2.4999
C: 2.4501 -5.4881 3.6733
C: 1.4845 -6.1385 4.4225
C: 0.1602 -6.1243 3.9992
C: -0.1900 -5.4636 2.8350
C: 1.7620 -3.4886 -0.2992
C: 2.5435 -4.6124 -0.8441
C: 3.3615 -4.4720 -1.8947
C: 3.4074 -3.2335 -2.6453
C: 2.5728 -2.2241 -2.3611
C: 1.7116 -2.2028 -1.1726
H: -2.6533 -2.7700 -1.9260
H: -1.5905 -2.4660 -0.6487
H: -3.1173 -4.8872 -2.8055
H: -2.8188 -7.3185 -2.6525
H: -1.1847 -8.2825 -1.0454
H: 0.1134 -6.7746 0.4020
H: 2.8675 -4.3264 1.9272
H: 3.4838 -5.4917 3.9956
H: 1.7588 -6.6559 5.3327
H: -0.6010 -6.6297 4.5797
H: -1.2255 -5.4574 2.5131
H: 2.4026 -5.5862 -0.3876
H: 3.9258 -5.3211 -2.2597
H: 4.0457 -3.1792 -3.5183
H: 2.4928 -1.3840 -3.0425
H: 0.7571 -1.6978 -1.2933
C: 2.3240 -2.1708 0.2076
C: 3.7557 -1.8896 0.4792
C: 4.1570 -0.5589 0.6585
C: 5.4657 -0.2291 0.9702
C: 6.4182 -1.2253 1.1301
C: 6.0362 -2.5488 0.9771
C: 4.7269 -2.8771 0.6562
H: 3.4139 0.2246 0.5715
H: 5.7392 0.8116 1.0999
H: 7.4420 -0.9743 1.3747
H: 6.7660 -3.3392 1.1033
H: 4.4680 -3.9143 0.5140

As for the charge: +1. The value obtained for the electronic energy is -118564.7944 eV. The value obtained for the LUMO energy is -2.38 eV. The value obtained for the energy above the lowest of the compared OMol25 structures with the same formula, charge and spin is 0.55 kcal/mol.

Here are the Löwdin charges for atoms 1 to 5, given in e: Pb 1.16; N -0.39; S 0.74; N -0.35; S 0.87

Let's list HOMO energy in order: -7.30; -9.08 eV.